(1)
{
  "formula": "C2H3NOS2",
  "method": "the ωB97M-V functional and the def2-TZVPD basis",
  "homo_lumo_gap_ha": [0.25050, 0.25061],
  "e_above_lowest_ev": 2.654,
  "homo_energy_ev": [-6.03, -9.33],
  "multiplicity": 3,
  "s2": 2.01,
  "elements": ["C", "C", "N", "O", "S", "S", "H", "H", "H"],
  "xyz": [[-1.209, -1.783, -0.702], [0.920, 2.114, -0.073], [-0.454, -2.456, -0.082], [0.670, 1.495, -1.049], [0.182, -3.359, 1.069], [0.276, 1.702, 1.483], [-1.696, -1.292, -1.545], [1.562, 3.049, -0.024], [-0.250, 0.530, 0.923]],
  "atomic_forces_ev_per_a": [[-4.12, 2.56, 0.04], [0.66, 1.58, 0.84], [3.33, -2.28, -0.38], [0.09, -0.52, -1.53], [-0.35, 0.26, 0.49], [-0.64, -1.40, 0.16], [1.17, -0.48, -0.13], [-0.42, -0.72, -0.28], [0.27, 1.01, 0.81]]
}

---

(2)
{
  "formula": "C10H17N2O2",
  "method": "the ωB97M-V functional and the def2-TZVPD basis",
  "homo_lumo_gap_ha": [0.18596, 0.37476],
  "e_above_lowest_ev": 0.264,
  "charge": 1,
  "homo_energy_ev": [-8.48, -13.89],
  "multiplicity": 3,
  "s2": 2.01,
  "elements": ["C", "C", "C", "C", "C", "C", "C", "C", "C", "C", "N", "N", "O", "O", "H", "H", "H", "H", "H", "H", "H", "H", "H", "H", "H", "H", "H", "H", "H", "H", "H"],
  "xyz": [[0.118, -2.178, -1.024], [1.300, -3.169, 2.171], [1.602, -3.239, 0.626], [-1.044, 2.466, -0.260], [0.681, -1.818, 2.421], [-2.396, 0.512, 0.061], [0.575, -2.216, 0.191], [-0.625, 1.188, -1.138], [-0.963, 1.539, -2.631], [0.878, 0.826, -1.031], [-1.553, 0.192, -0.807], [-2.286, 2.002, 0.370], [-0.137, -2.118, -2.189], [0.087, -1.452, 1.207], [0.536, -3.956, 2.385], [2.286, -3.315, 2.712], [2.598, -2.827, 0.444], [1.543, -4.115, 0.097], [-0.253, 2.754, 0.568], [-1.167, 3.235, -1.052], [-0.088, -1.731, 3.216], [1.440, -0.999, 2.632], [-3.175, -0.152, 0.344], [-0.669, 0.804, -3.414], [-0.414, 2.410, -2.952], [-2.096, 1.743, -2.645], [0.973, 0.163, -0.118], [1.634, 1.705, -0.930], [1.031, 0.165, -1.898], [-2.288, 2.181, 1.378], [-3.269, 2.375, 0.183]],
  "atomic_forces_ev_per_a": [[-1.27, 1.09, -2.56], [1.31, -2.12, 0.14], [-0.19, 3.99, 3.07], [2.28, 0.21, -0.56], [1.26, 1.55, 1.19], [1.83, 0.08, -2.25], [1.15, -1.57, 1.27], [1.07, 2.43, -1.66], [-1.26, -0.04, -0.02], [0.03, -0.64, 1.32], [-0.49, -1.58, 1.68], [-3.18, 0.03, 2.04], [-0.22, -0.18, -0.68], [-0.83, 0.15, -1.03], [0.87, 0.42, 0.23], [-1.58, -0.05, -0.15], [0.07, 0.07, -0.06], [-0.50, -2.28, -0.82], [-1.82, -0.56, -1.76], [-0.29, 0.00, 1.32], [0.48, -0.46, -0.42], [-0.53, -1.06, 0.01], [-0.85, 0.19, 0.79], [-0.54, -0.11, 1.06], [0.03, 0.67, 0.21], [1.65, -0.24, -0.49], [0.23, 1.03, -0.96], [-1.66, -1.42, -0.53], [0.64, 0.50, 0.32], [0.52, -0.24, 0.12], [1.78, 0.16, -0.80]]
}